Record 1
A 3-piece molecular cluster, C18H36N5O4P overall in a non-equilibrium geometry. Source: the OMol25 dataset; level of theory: ωB97M-V with the def2-TZVPD basis set.

Element x y z (Å)
N -1.619 -1.192 3.223
C -1.759 -1.676 2.217
C -1.792 -2.090 0.759
C -0.786 -1.250 -0.110
C -0.956 0.230 0.203
N -1.133 1.257 0.609
C 0.677 -1.756 -0.054
P 1.539 -1.510 1.569
O 1.217 -2.544 2.566
O 1.338 -0.034 2.203
O 3.160 -1.658 1.274
O -1.219 -1.469 -1.512
C -1.944 -0.441 -1.946
N -2.406 0.358 -2.590
H -1.575 -3.161 0.605
H -2.812 -1.828 0.402
H 1.305 -1.302 -0.853
H 0.681 -2.855 -0.232
H 0.550 -0.009 2.781
H 3.320 -1.280 0.389
C -2.373 1.118 -10.048
C -2.916 0.586 -8.729
N -2.104 0.938 -7.577
C -2.477 0.215 -6.369
C -3.864 0.475 -5.777
C -1.834 2.357 -7.395
C -3.031 3.300 -7.247
H -1.348 0.782 -10.215
H -2.986 0.749 -10.874
H -2.395 2.208 -10.091
H -2.950 -0.505 -8.809
H -3.957 0.923 -8.616
H -1.726 0.401 -5.594
H -2.397 -0.857 -6.584
H -3.913 1.431 -5.260
H -4.097 -0.296 -5.039
H -4.652 0.444 -6.532
H -1.233 2.699 -8.242
H -1.174 2.486 -6.531
H -3.829 3.079 -7.959
H -2.711 4.329 -7.429
H -3.447 3.272 -6.241
C 3.350 -0.285 4.606
C 3.833 0.004 6.020
N 2.790 0.501 6.903
C 3.303 1.020 8.162
C 3.984 0.036 9.118
C 1.596 -0.325 7.008
C 1.765 -1.770 7.487
H 2.891 0.598 4.160
H 4.195 -0.577 3.980
H 2.630 -1.105 4.579
H 4.617 0.763 5.947
H 4.312 -0.902 6.420
H 2.493 1.524 8.697
H 4.021 1.814 7.928
H 3.262 -0.597 9.633
H 4.527 0.590 9.889
H 4.710 -0.602 8.611
H 1.110 -0.348 6.028
H 0.870 0.178 7.654
H 2.620 -2.267 7.025
H 0.875 -2.348 7.228
H 1.874 -1.828 8.570

Properties
SMILES: N#CC[C@@](C#N)(CP(=O)(O)O)OC#N.CCN(CC)CC.CCN(CC)CC
Orbital gap: 7.7 eV
Charge: 0

Charges obtained by natural (NBO) population analysis, quoted in units of e: N -0.294; C 0.285; C -0.505; C 0.217; C 0.193; N -0.200; C -0.819; P 2.310; O -1.087; O -0.981; O -0.933; O -0.472; C 0.493; N -0.327; H 0.275; H 0.273; H 0.265; H 0.284; H 0.538; H 0.487; C -0.615; C -0.212; N -0.454; C -0.207; C -0.634; C -0.216; C -0.639; H 0.210; H 0.211; H 0.202; H 0.194; H 0.158; H 0.194; H 0.184; H 0.208; H 0.211; H 0.200; H 0.190; H 0.197; H 0.203; H 0.210; H 0.206; C -0.624; C -0.213; N -0.453; C -0.205; C -0.635; C -0.216; C -0.638; H 0.210; H 0.213; H 0.213; H 0.192; H 0.156; H 0.190; H 0.187; H 0.200; H 0.209; H 0.204; H 0.193; H 0.195; H 0.206; H 0.214; H 0.199


Record 2
A 2-piece molecular cluster, C6H9ClNO2 overall in a non-equilibrium geometry. Source: the OMol25 dataset; level of theory: ωB97M-V with the def2-TZVPD basis set.

Element x y z (Å)
C 1.259 1.261 1.425
C 2.013 -1.835 -1.181
C 0.400 0.737 0.629
C 2.517 -0.647 -1.302
C -1.899 1.268 0.571
C -1.207 -1.027 -0.201
N -0.889 0.177 0.767
O 2.121 1.699 2.058
O 1.544 -2.811 -0.851
Cl 1.781 0.390 -2.454
H 0.734 1.081 -0.333
H 3.491 -0.532 -1.160
H -2.199 1.375 -0.506
H -2.886 1.182 1.129
H -1.523 2.134 0.977
H -2.260 -1.419 0.008
H -1.324 -0.848 -1.311
H -0.569 -1.852 0.061
H -1.104 -0.335 1.674

Properties
Energy relative to the best compared isomer or geometry (same formula, charge and spin): 173.1 kJ/mol
Orbital gap: 8.6 eV
Charge: +1

Charges obtained by natural (NBO) population analysis, quoted in units of e: C 0.736; C 0.725; C -0.438; C -0.587; C -0.431; C -0.437; N -0.354; O -0.354; O -0.405; Cl 0.033; H 0.298; H 0.258; H 0.246; H 0.251; H 0.234; H 0.246; H 0.264; H 0.247; H 0.466


Record 3
C20H31AsBF4N3PdTe as an isolated structure in a non-equilibrium geometry. Source: the OMol25 dataset; level of theory: ωB97M-V with the def2-TZVPD basis set.

Element x y z (Å)
Pd -0.454 0.711 0.420
Te -0.290 2.007 2.526
C 0.176 0.612 4.027
C 1.499 0.247 4.268
C 1.807 -0.607 5.317
C 0.802 -1.096 6.140
C -0.514 -0.736 5.903
C -0.830 0.113 4.849
H 2.293 0.638 3.645
H 2.839 -0.882 5.496
H 1.048 -1.749 6.968
H -1.304 -1.116 6.540
H -1.863 0.390 4.680
F -1.335 3.197 -0.498
B -0.237 3.313 -1.394
F -0.309 2.207 -2.298
F 0.964 3.234 -0.672
F -0.324 4.498 -2.105
C 3.210 0.663 0.378
As 1.574 -0.084 -0.294
C 1.800 -1.964 0.070
C 1.752 0.029 -2.232
C 3.050 -0.535 -2.727
C 3.205 -1.897 -2.974
C 4.405 -2.398 -3.456
C 5.469 -1.541 -3.703
C 5.323 -0.182 -3.469
C 4.123 0.316 -2.983
H 4.047 0.171 -0.119
H 3.256 0.492 1.452
H 3.224 1.733 0.178
H 2.755 -2.309 -0.324
H 0.985 -2.522 -0.387
H 1.767 -2.112 1.149
H 1.635 1.085 -2.469
H 0.887 -0.485 -2.655
H 2.371 -2.569 -2.810
H 4.507 -3.458 -3.648
H 6.402 -1.931 -4.086
H 6.141 0.496 -3.673
H 4.006 1.380 -2.814
C -2.832 -1.421 1.225
N -3.644 -0.528 0.416
C -4.678 0.170 1.172
C -3.103 0.045 -0.700
N -1.832 -0.119 -0.961
N -3.969 0.722 -1.511
C -5.270 0.156 -1.826
C -3.443 1.637 -2.511
H -3.501 -2.023 1.840
H -2.144 -0.873 1.879
H -2.248 -2.075 0.582
H -4.261 0.520 2.120
H -5.517 -0.495 1.385
H -5.037 1.033 0.621
H -1.588 0.221 -1.886
H -5.485 -0.692 -1.183
H -5.282 -0.188 -2.865
H -6.060 0.901 -1.705
H -3.212 1.123 -3.451
H -2.555 2.135 -2.138
H -4.200 2.394 -2.715

Properties
Energy relative to the best compared isomer or geometry (same formula, charge and spin): 85.1 kJ/mol
Orbital gap (alpha / beta): 6.2 / 6.2 eV
Charge: 0

Charges obtained by natural (NBO) population analysis, quoted in units of e: Pd 0.378; Te 0.207; C -0.296; C -0.252; C -0.194; C -0.223; C -0.224; C -0.188; H 0.210; H 0.212; H 0.214; H 0.213; H 0.204; F -0.580; B 1.340; F -0.595; F -0.572; F -0.553; C -0.968; As 1.236; C -0.976; C -0.750; C -0.062; C -0.217; C -0.206; C -0.216; C -0.221; C -0.156; H 0.238; H 0.239; H 0.267; H 0.240; H 0.240; H 0.246; H 0.288; H 0.243; H 0.209; H 0.215; H 0.216; H 0.217; H 0.212; C -0.415; N -0.432; C -0.412; C 0.652; N -0.878; N -0.433; C -0.408; C -0.430; H 0.204; H 0.202; H 0.225; H 0.204; H 0.197; H 0.226; H 0.393; H 0.218; H 0.196; H 0.201; H 0.181; H 0.267; H 0.210


Record 4
An isolated ion of composition C5H9N2O2 and charge +1 in a non-equilibrium geometry. Source: the OMol25 dataset; level of theory: ωB97M-V with the def2-TZVPD basis set.

Element x y z (Å)
C 0.466 -1.756 -2.188
O -0.447 -0.762 -2.498
C -0.830 0.200 -1.706
O -1.644 1.116 -1.999
N -0.331 0.193 -0.096
C 0.257 1.284 0.320
C 0.744 1.358 1.572
C 0.560 0.517 2.694
N -0.075 -0.623 2.742
H 1.038 -2.003 -3.118
H -0.120 -2.649 -2.121
H 1.007 -1.318 -1.369
H -2.136 0.906 -2.804
H 0.212 2.152 -0.365
H 1.190 2.366 1.831
H 1.073 0.891 3.593
H -0.499 -1.008 3.679
H -0.465 -0.864 1.833

Properties
SMILES: CO/C(O)=N/C=C\C=[NH2+]
Energy relative to the best compared isomer or geometry (same formula, charge and spin): 433.3 kJ/mol
Orbital gap: 8.3 eV
Charge: +1

Charges obtained by natural (NBO) population analysis, quoted in units of e: C -0.264; O -0.431; C 0.972; O -0.570; N -0.598; C 0.108; C -0.455; C 0.194; N -0.723; H 0.229; H 0.222; H 0.232; H 0.532; H 0.205; H 0.247; H 0.225; H 0.443; H 0.431